C22H32BCl3N12OSiTi as an isolated structure, computed with ωB97M-V with the def2-TZVPD basis set.

CARTESIAN COORDINATES (ANGSTROEM)
Ti 0.07482 0.73549 -0.41891
C 1.21102 1.94869 -4.26621
C 1.44492 1.82119 -2.90011
N 0.43102 1.17219 -2.32671
N -0.46278 0.87189 -3.29101
C -0.00468 1.33359 -4.47331
B -1.71338 0.07399 -2.83961
N -1.12568 -1.18181 -2.16181
C -1.09188 -2.42431 -2.68421
C -0.08288 -3.12751 -2.06481
C 0.47082 -2.22821 -1.15721
N -0.18518 -1.06441 -1.20891
N -2.42108 0.95309 -1.79171
C -3.64518 1.50909 -1.85701
C -3.82758 2.27929 -0.72961
C -2.64028 2.14379 -0.01221
N -1.80348 1.34129 -0.66811
N -2.72438 -0.34481 -3.87091
C -3.02778 0.05479 -5.12871
C -4.14598 -0.62581 -5.53851
C -4.48238 -1.42781 -4.43901
N -3.63098 -1.25171 -3.45401
H 1.83462 2.42519 -4.99531
H 2.28742 2.17229 -2.32501
H -0.53398 1.21539 -5.39501
H -1.79488 -2.73121 -3.42911
H 0.21302 -4.13921 -2.24631
H 1.32192 -2.38261 -0.51911
H -4.30038 1.32879 -2.68331
H -4.68778 2.86049 -0.47511
H -2.36578 2.58979 0.92829
H -2.45798 0.79879 -5.64181
H -4.64468 -0.56281 -6.48221
H -5.29468 -2.11591 -4.32921
C -0.73208 0.60919 5.32979
N -0.16218 0.94259 4.04869
C 1.25642 1.22139 4.04269
C -0.88838 1.01959 2.94019
O -0.45658 1.32679 1.83289
H -0.17398 -0.20721 5.79159
H -1.77008 0.30769 5.21579
H -0.68958 1.47069 5.99809
H 1.49252 1.97119 4.79829
H 1.53942 1.59809 3.05819
H 1.81422 0.30979 4.26659
H -1.95408 0.77139 3.08999
C 0.91862 -2.79311 3.31149
C -0.04898 -2.49511 2.17559
N 0.30512 -1.21081 1.61169
C 1.59752 -0.85391 1.35719
N 1.78532 0.16029 0.55239
C 3.14462 0.62799 0.34459
C 4.12832 -0.54061 0.39759
C 3.97802 -1.23771 1.74189
N 2.57912 -1.52431 2.00879
C 2.33532 -2.74301 2.76229
H 0.71982 -3.77541 3.73619
H 0.80762 -2.05011 4.10019
H -1.07598 -2.43011 2.53989
H -0.00358 -3.29811 1.42499
H -0.33718 -0.79321 0.92359
H 3.40742 1.37569 1.11009
H 3.19622 1.11249 -0.63551
H 5.15562 -0.20181 0.27529
H 3.88812 -1.23691 -0.41041
H 4.37662 -0.61101 2.54969
H 4.53092 -2.18181 1.74059
H 3.05492 -2.77361 3.58489
H 2.51982 -3.61791 2.12279
Cl 2.00352 5.93939 0.92499
Si 1.24072 4.18119 1.53819
Cl 0.63902 3.15019 -0.11991
Cl -0.31608 4.45909 2.79409

Atoms 1-6, force components in eV/Å:
1.364 1.637 2.594
0.078 -0.015 0.085
-0.159 -0.035 -0.412
0.485 0.763 -1.693
0.237 0.190 -1.114
0.052 0.011 0.270

The total charge is +1. For the LUMO energy (alpha / beta), the calculation gives -1.7534 / -4.2698 eV. Its spin multiplicity is 4. The value obtained for the frontier orbital gap (alpha / beta) is 6.58 / 7.02 eV.

Here are the Löwdin charges for atoms 1 to 2, given in e:
1. Ti 0.573
2. C -0.027



An isolated ion of composition C5H14N2 and charge +1, computed with ωB97M-V with the def2-TZVPD basis set.

CARTESIAN COORDINATES (ANGSTROEM)
C 0.13022 0.41040 -0.15977
C -1.39677 0.16820 -0.29077
C -1.75397 -0.79786 0.83822
C -2.05043 1.57145 -0.31743
N 0.86021 -0.71305 -0.75984
C 2.39885 -0.63207 -0.62418
N 2.69800 -0.39747 0.74516
H 0.40273 1.23798 -0.83108
H 0.39239 0.62938 0.88718
H -1.62028 -0.38441 -1.21908
H -1.51995 -0.37999 1.83264
H -2.84049 -0.91860 1.02552
H -1.56085 -1.81395 0.51866
H -1.60161 2.23248 0.41629
H -3.12478 1.42845 -0.18030
H -1.85727 1.99802 -1.31952
H 0.54232 -1.60988 -0.37512
H 2.84482 0.07096 -1.32228
H 2.73131 -1.64549 -0.86858
H 2.89220 0.56925 0.96362
H 3.43334 -1.02379 1.04066

Atoms 1-6, force components in eV/Å:
-0.835 0.036 -2.628
0.391 -0.074 0.531
-2.420 0.918 0.448
0.065 -1.129 -0.795
1.366 0.761 3.491
0.381 -0.941 -0.562

The total charge is +1. For the LUMO energy (alpha / beta), the calculation gives -2.8287 / -7.9330 eV. Its spin multiplicity is 2. The value obtained for the frontier orbital gap (alpha / beta) is 12.41 / 7.08 eV.

Here are the Löwdin charges for atoms 1 to 2, given in e:
1. C -0.169
2. C -0.406



C70H48AsI4N4PPd as an isolated structure, computed with ωB97M-V with the def2-TZVPD basis set.

CARTESIAN COORDINATES (ANGSTROEM)
Pd -0.13108 -0.21547 -0.98767
I -0.90030 -0.64953 -10.12499
C -1.16167 -0.25210 -8.08733
C -1.85430 -1.15419 -7.28938
C -2.01055 -0.89862 -5.94351
C -1.48294 0.26899 -5.33744
C -0.77479 1.15360 -6.18621
C -0.62024 0.90119 -7.53305
C -1.57670 0.48084 -3.92592
C -2.28838 -0.45479 -3.06377
C -3.60593 -0.95932 -3.23321
C -3.86786 -1.76453 -2.15232
C -2.70163 -1.75997 -1.34312
C -2.42811 -2.58515 -0.24436
C -3.50200 -3.48671 0.24496
C -4.06119 -4.46003 -0.57955
C -5.06547 -5.29458 -0.11295
C -5.52091 -5.14561 1.18754
I -7.06840 -6.37061 1.89335
C -4.96836 -4.19530 2.03054
C -3.95496 -3.37699 1.55670
C -1.19444 -2.66932 0.40530
N -0.11369 -1.86237 0.14794
C 0.91678 -2.30274 0.89321
C 2.16891 -1.65013 1.04297
C 3.26896 -2.44331 1.64758
C 3.90063 -2.10235 2.83894
C 4.94993 -2.86621 3.33128
C 5.37248 -3.97943 2.62532
I 6.96583 -5.12862 3.35698
C 4.75267 -4.34725 1.44043
C 3.70148 -3.58157 0.96246
C 2.41285 -0.32279 0.64086
C 3.55536 0.47632 0.99545
C 3.35214 1.71392 0.47532
C 2.10927 1.67178 -0.23688
N 1.56859 0.42150 -0.11701
C 1.57911 2.71212 -1.00690
C 0.51209 2.59155 -1.89725
C 0.02466 3.58410 -2.78868
C -0.83506 2.95344 -3.65111
C -0.86848 1.58326 -3.27282
N -0.09522 1.38441 -2.20402
C 2.27270 4.02897 -0.95000
C 2.20024 4.83841 0.17731
C 2.84740 6.06620 0.21240
C 3.58056 6.47727 -0.88820
I 4.55373 8.33423 -0.84562
C 3.67644 5.68019 -2.01864
C 3.01627 4.46144 -2.04565
C 0.51144 -3.46783 1.62753
C -0.80046 -3.68193 1.33833
N -1.77131 -0.91156 -1.91940
H -2.25649 -2.06224 -7.71735
H -2.52503 -1.62829 -5.33760
H -0.31961 2.04108 -5.77208
H -0.06944 1.59552 -8.15262
H -4.26740 -0.72144 -4.05046
H -4.77970 -2.29811 -1.94233
H -3.69495 -4.57955 -1.59124
H -5.48360 -6.05572 -0.75712
H -5.31877 -4.08284 3.04685
H -3.51409 -2.64297 2.21739
H 3.55873 -1.24167 3.40059
H 5.42866 -2.59410 4.26199
H 5.08633 -5.21602 0.88988
H 3.21251 -3.85598 0.03601
H 4.39554 0.13643 1.57613
H 3.99183 2.57825 0.55287
H 0.29623 4.62692 -2.77966
H -1.41569 3.40048 -4.44197
H 1.62473 4.51746 1.03736
H 2.77470 6.69206 1.09106
H 4.25789 6.00346 -2.87092
H 3.08021 3.82928 -2.92248
H 1.14101 -4.03096 2.29705
H -1.43471 -4.46522 1.72010
C -3.26978 0.40989 1.86500
C -4.05215 1.45143 2.66128
As -5.95237 0.96227 2.88085
C -5.78427 -0.51007 4.15484
C -6.88260 -1.36151 4.26877
C -6.88663 -2.39970 5.19130
C -5.77617 -2.61188 5.99656
C -4.66950 -1.78125 5.87959
C -4.67804 -0.73292 4.96906
C -6.36040 2.40096 4.14697
C -6.40977 3.69722 3.63495
C -6.69336 4.77469 4.46002
C -6.94609 4.56684 5.80931
C -6.91287 3.27994 6.32474
C -6.62124 2.20163 5.49842
P -1.63238 0.96686 1.16139
C -0.72539 1.49468 2.65557
C 0.33999 2.38712 2.52006
C 1.12415 2.73621 3.60772
C 0.86301 2.18907 4.85632
C -0.16595 1.26974 4.99762
C -0.94534 0.91634 3.90531
C -2.21726 2.51719 0.36922
C -2.94464 2.32634 -0.80683
C -3.52722 3.39916 -1.46332
C -3.37852 4.68422 -0.96088
C -2.65126 4.88581 0.20342
C -2.07864 3.80989 0.86925
H -3.85296 0.07435 1.00140
H -3.08306 -0.48440 2.46326
H -4.06647 2.40155 2.12660
H -3.60460 1.64412 3.63607
H -7.74318 -1.20240 3.62849
H -7.75079 -3.04628 5.27465
H -5.77318 -3.42168 6.71498
H -3.80184 -1.94419 6.50685
H -3.81682 -0.07737 4.90801
H -6.22314 3.86527 2.57877
H -6.72458 5.77582 4.04887
H -7.17076 5.40575 6.45544
H -7.11346 3.11137 7.37541
H -6.59724 1.20175 5.91389
H 0.55297 2.79756 1.53994
H 1.94896 3.42747 3.48243
H 1.46238 2.47189 5.71192
H -0.36213 0.82136 5.96367
H -1.71834 0.16843 4.02942
H -3.06381 1.32257 -1.20588
H -4.09106 3.22971 -2.37227
H -3.83011 5.52505 -1.47178
H -2.53882 5.88481 0.60640
H -1.53876 3.98442 1.79079

Atoms 1-6, force components in eV/Å:
0.514 -0.267 -0.410
-0.036 0.037 0.157
0.037 -0.026 -0.218
-0.002 0.019 0.027
-0.007 0.036 0.005
-0.001 -0.062 0.015

For the LUMO energy (alpha / beta), the calculation gives -1.1164 / -2.4322 eV. Its spin multiplicity is 3. The value obtained for the frontier orbital gap (alpha / beta) is 4.88 / 4.94 eV.

Here are the Löwdin charges for atoms 1 to 2, given in e:
1. Pd 0.969
2. I 0.852



An isolated ion of composition C5H12N3 and charge +1, computed with ωB97M-V with the def2-TZVPD basis set.

CARTESIAN COORDINATES (ANGSTROEM)
C 0.26023 -0.68676 -2.08878
N -0.14197 0.68565 -1.84787
C -0.33577 1.10182 -0.62594
C -1.64154 0.37154 0.49076
C -1.09030 0.13027 1.61741
N 0.39970 0.39214 1.55874
C 0.99737 -0.98878 1.64632
N 0.74148 1.07264 0.36412
H 1.26672 -0.66016 -2.29862
H 0.13118 -1.28207 -1.23303
H -0.17647 -1.10116 -2.92312
H -0.70108 1.04208 -2.59861
H -0.63395 2.20695 -0.73058
H -2.60231 0.23418 0.16379
H -1.38248 -0.27253 2.54495
H 0.78880 0.71617 2.43993
H 0.71122 -1.55036 0.73420
H 2.10999 -0.90435 1.74514
H 0.38504 -1.56969 2.50975
H 1.69203 0.84621 0.11132

Atoms 1-6, force components in eV/Å:
0.147 1.474 0.902
0.623 -2.468 -2.786
-3.632 3.575 4.220
3.392 1.671 -2.692
1.415 0.807 0.175
0.004 -2.729 0.182

The total charge is +1. For the LUMO energy, the calculation gives -2.8520 eV. As for the structure (SMILES): CN[C@H]1C=C[N@@H+](C)N1. The value obtained for the frontier orbital gap is 10.06 eV.

Here are the Löwdin charges for atoms 1 to 2, given in e:
1. C -0.036
2. N -0.044



C27H52CeOP2 as an isolated structure, computed with ωB97M-V with the def2-TZVPD basis set.

CARTESIAN COORDINATES (ANGSTROEM)
Ce -0.18326 0.02964 0.66596
C -2.20153 1.77274 0.57166
C -2.63065 0.85958 -0.44092
C -2.50587 -0.33306 1.53848
C -2.17943 1.05423 1.81381
C -2.79219 -0.43010 0.14145
C -1.98053 3.23570 0.36987
H -1.56498 3.45170 -0.62051
H -1.29744 3.65741 1.11003
H -2.93229 3.77880 0.44636
C -1.94062 1.62100 3.16889
H -1.68214 2.69005 3.14233
H -1.11051 1.11656 3.69987
H -2.83075 1.50996 3.81338
C -2.51348 -1.47042 2.49766
H -3.53471 -1.72954 2.81295
H -1.92733 -1.26068 3.39723
H -2.07571 -2.37915 2.05061
C -3.33209 -1.63768 -0.55439
H -4.43429 -1.66038 -0.50777
H -2.97523 -2.56441 -0.09612
H -3.05681 -1.66924 -1.61888
C -3.08986 1.25811 -1.80707
H -4.08140 1.75603 -1.77303
H -3.18629 0.40219 -2.48588
H -2.40661 1.96610 -2.29550
C 1.41507 0.61248 -2.96265
C 0.38734 1.46193 -3.11504
C -0.23145 1.71065 -4.45715
C -1.11483 0.58737 -5.09049
C -1.21873 -0.70130 -4.32904
C -0.18451 -1.53670 -4.21038
C 1.15420 -1.23293 -4.81924
C 2.00161 -0.11668 -4.13748
H 0.56203 1.94986 -5.18010
H -0.72270 0.39188 -6.09883
H -0.85504 2.61213 -4.38628
H 2.25571 0.61790 -4.91628
H 1.96279 0.48882 -2.01884
H 0.01777 2.10646 -2.30979
H 2.95062 -0.57157 -3.82397
H 1.74439 -2.15867 -4.83656
H -0.26534 -2.51331 -3.72536
H 1.02384 -0.95381 -5.87412
H -2.12682 0.98487 -5.24638
H -2.21229 -0.94689 -3.95233
P 1.77580 2.22682 0.99830
C 1.37091 2.95919 2.62836
H 2.18944 3.59626 2.99685
H 1.18419 2.15323 3.35759
H 0.44532 3.54929 2.55421
C 3.44889 1.52045 1.22424
H 4.15440 2.24626 1.65850
H 3.82990 1.17504 0.25136
H 3.38849 0.64070 1.88371
C 1.94499 3.65590 -0.11841
H 2.33994 3.32014 -1.09112
H 2.59212 4.44789 0.29534
H 0.94194 4.07648 -0.30873
P 0.95868 -2.64687 0.11472
C -0.31231 -3.79950 -0.51435
H 0.09678 -4.71134 -0.97050
H -0.92164 -3.26512 -1.26281
H -0.98423 -4.07985 0.31356
C 2.55503 -2.74237 -0.77070
H 2.40177 -2.75912 -1.85776
H 3.18086 -3.59367 -0.45831
H 3.11847 -1.82018 -0.54567
C 1.34720 -3.34409 1.76319
H 1.60078 -4.41581 1.72018
H 0.48451 -3.20330 2.43539
H 2.18388 -2.79077 2.20963
C 0.03736 -1.11480 4.91258
C 1.01362 -0.44533 3.97149
C 2.36336 -1.11429 4.11986
O 0.52575 -0.40193 2.61655
H -0.14036 -2.14940 4.59375
H -0.92057 -0.59290 4.94689
H 0.45532 -1.11430 5.93309
H 1.13116 0.58718 4.32281
H 2.25441 -2.20239 4.06575
H 3.07723 -0.80413 3.35838
H 2.78892 -0.86091 5.10194

Atoms 1-6, force components in eV/Å:
0.930 -0.530 1.242
-0.385 -0.895 0.491
-0.052 -0.065 0.345
-0.075 1.230 -0.475
-0.542 -0.502 -0.521
-0.049 0.519 0.246

The total charge is +2. For the LUMO energy (alpha / beta), the calculation gives -7.3424 / -7.3434 eV. The value obtained for the frontier orbital gap (alpha / beta) is 6.77 / 6.77 eV.

Here are the Löwdin charges for atoms 1 to 2, given in e:
1. Ce 1.079
2. C -0.274



A 3-piece molecular cluster, C20H34FN6O4PS overall, computed with ωB97M-V with the def2-TZVPD basis set.

CARTESIAN COORDINATES (ANGSTROEM)
H -2.37085 -3.90967 4.65529
N -1.59422 -3.39086 4.14516
C -1.14763 -4.23566 3.12362
C 0.08147 -3.76805 2.09090
C -0.70820 -3.12997 0.76657
F -2.02220 -3.87031 0.78235
C -1.24976 -1.56840 0.98885
O -1.70688 -0.96195 2.08884
N -1.02431 -1.00757 -0.40291
C -0.52457 -1.96527 -1.50475
P -2.14094 -2.29967 -2.46544
O -2.05072 -3.45908 -3.54330
O -3.54179 -2.46396 -1.38580
O -2.47024 -0.81911 -3.39049
C 0.17807 -3.15412 -0.62076
C 1.80424 -2.93176 -0.52955
C 2.26741 -1.52916 0.18799
C 2.65400 -0.32249 -0.85423
C 1.66131 0.98142 -0.80669
C 1.44644 1.61900 0.70529
N 0.00318 1.97291 1.01362
N 0.08758 -4.37139 -1.53841
C 0.14983 -5.54587 -0.80777
S -0.36631 -6.93432 0.09427
H -1.68030 -5.27611 3.03378
H 0.79525 -3.00342 2.61593
H 0.65221 -4.77757 1.82998
H -1.83538 -0.52843 -0.86578
H 0.28909 -1.55193 -2.25237
H -3.95213 -1.52869 -1.34815
H -1.75299 -0.16103 -3.10850
H 2.30838 -2.97227 -1.60781
H 2.31506 -3.80821 0.09965
H 1.50927 -1.15247 1.02352
H 3.26978 -1.78249 0.78489
H 3.73788 0.06730 -0.57044
H 2.72981 -0.68887 -1.98755
H 0.63126 0.80112 -1.38170
H 2.20707 1.83843 -1.43276
H 1.87070 0.93892 1.56127
H 2.06209 2.63351 0.75786
H -0.66813 1.56716 0.32541
H -0.24889 1.64426 1.97198
C -1.37488 4.38608 6.08224
C -1.36549 4.75855 4.60548
C -0.80462 3.65375 3.71026
C 0.61313 3.38209 3.98119
N 1.73145 3.16451 4.20379
H -0.36139 4.21869 6.46015
H -1.81948 5.19435 6.67150
H -1.96126 3.47767 6.25391
H -0.79078 5.68277 4.47035
H -2.39472 4.97394 4.29329
H -0.91381 3.95845 2.66288
H -1.39072 2.73649 3.83677
C 1.27126 1.07103 -5.78838
C 0.08011 1.72138 -5.09712
C 0.36671 3.14397 -4.61684
C 1.40203 3.18336 -3.57579
N 2.22647 3.21133 -2.75906
H 2.12018 0.96147 -5.10624
H 1.00051 0.07195 -6.14436
H 1.59574 1.66293 -6.65030
H -0.23436 1.09405 -4.25432
H -0.75898 1.75211 -5.80291
H -0.55795 3.57378 -4.21431
H 0.66590 3.77138 -5.46402

Atoms 1-6, force components in eV/Å:
1.152 0.644 -0.861
1.516 -4.373 -4.152
-1.305 2.851 3.621
-1.562 -0.810 0.543
0.113 -0.483 2.709
2.923 1.438 -1.235

For the LUMO energy, the calculation gives -0.9682 eV. As for the structure (SMILES): [H]/N=C/C[C@@]1(F)C(=O)N[C@H](P(=O)(O)O)[C@]1(CCCCCN)N=C=S.CCCC#N.CCCC#N. The value obtained for the frontier orbital gap is 8.02 eV.

Here are the Löwdin charges for atoms 1 to 2, given in e:
1. H 0.043
2. N 0.041